Entry 1:
C8H22AlBBr4F3KMgNO5S2 as an isolated structure in a non-equilibrium geometry, computed with ωB97M-V/def2-TZVPD.

Its LUMO energy is -6.43 eV. The calculation puts the total energy at -359397.0391 eV. For the HOMO-LUMO gap, the calculation gives 4.30 eV.

```
! RIJCOSX wB97M-V def2-TZVPD def2/J DEFGRID3
* xyz 1 1
Br -4.6385 -1.5875 2.3059
Br 1.1641 6.3205 1.1306
Br -0.1891 -8.4488 0.1395
Br -3.7378 -7.4691 0.4022
K -1.1467 6.1538 0.3655
S -0.1461 5.2860 -4.8110
S 1.2918 3.7660 1.0696
Al -2.6417 -0.4679 0.7132
Mg -1.1427 3.8356 3.3033
F 0.7845 -3.8004 1.8062
F -0.1268 3.8121 0.0876
F 1.8935 1.8973 -1.1204
O -0.7172 5.7209 -3.4968
O -1.0343 1.7267 2.3253
O 2.4771 4.1607 0.2705
O 1.1619 4.7785 2.2812
O -0.6404 -3.8037 0.6647
N 1.4018 2.2061 1.7751
C 2.5885 1.4537 1.2748
C 1.5767 4.8320 -4.5262
C -2.7810 -8.9369 1.2576
C -1.7801 -4.3848 1.0321
C -1.3921 -8.5198 1.6707
C -0.0285 0.5023 0.1684
C 3.9810 1.9374 1.9102
C -0.7286 3.6075 -5.1233
B 0.1030 1.4977 1.4331
H -3.3799 -9.1942 2.1319
H -1.7370 -5.0948 1.8761
H -2.2976 -4.9995 0.2741
H 4.6899 1.0439 1.8362
H 4.4480 2.8099 1.3593
H -1.3596 -7.5401 2.1452
H 1.6427 4.1193 -3.7013
H -2.5955 -3.7191 1.3575
H -1.4647 0.8426 2.4119
H 2.4510 0.3743 1.6442
H -0.2352 3.2115 -6.0119
H -1.1515 0.2919 -0.0156
H 2.1339 5.7340 -4.2723
H 2.6076 1.3892 0.1022
H -2.7906 -9.7716 0.5585
H 1.9917 4.3943 -5.4352
H 3.7951 2.1879 3.0126
H 0.5445 -0.4615 0.4120
H -0.9532 -9.2584 2.3422
H -0.5152 2.9737 -4.2607
H -1.8052 3.6414 -5.2921
H 0.4284 0.9491 -0.7841
*
```

Partial charges, Mulliken, in e: -0.529 -0.325 -0.095 -0.129 0.890 0.494 0.860 0.366 0.487 -0.295 -0.374 -0.803 -0.614 -0.388 -0.416 -0.080 -0.117 0.038 -0.560 -0.744 -0.554 0.005 -0.506 -0.906 -1.167 -0.822 0.809 0.346 0.176 0.203 0.385 0.283 0.246 0.143 -0.018 0.154 0.524 0.366 0.276 0.306 0.427 0.377 0.364 0.260 0.393 0.358 0.199 0.319 0.386


Entry 2:
C8H22ClFN2O2Pd as an isolated structure in a non-equilibrium geometry, computed with ωB97M-V/def2-TZVPD.

Its LUMO energy (alpha / beta) is -2.22 / -7.42 eV. The calculation puts the total energy at -34437.9940 eV. The value obtained for the energy above the lowest of the compared OMol25 structures with the same formula, charge and spin is 0.0953 eV. For the HOMO-LUMO gap (alpha / beta), the calculation gives 10.49 / 6.04 eV.

```
! RIJCOSX wB97M-V def2-TZVPD def2/J DEFGRID3
* xyz 1 4
Pd 15.4146 18.3115 -10.5882
Cl 15.4978 20.4593 -11.9243
F 14.6809 16.5957 -9.3733
O 17.4814 17.9618 -9.9808
O 13.3297 18.3764 -11.1702
N 15.3593 16.8655 -12.2941
N 15.4576 19.3956 -8.5848
C 18.2851 16.8429 -10.3580
C 12.9428 17.4781 -12.2334
C 16.9769 19.7868 -6.7108
C 12.2216 18.9016 -10.4255
C 16.8527 19.4875 -8.2592
C 14.1828 17.1732 -13.0372
C 14.0472 16.0707 -14.0643
C 17.5266 18.1814 -8.5349
H 19.3294 16.9776 -10.0761
H 17.3506 20.2408 -8.8698
H 13.7269 15.0852 -13.7261
H 14.9668 19.1015 -7.7525
H 13.1965 16.4485 -14.6313
H 16.1253 16.6997 -12.9312
H 14.4308 18.1536 -13.4440
H 17.3226 20.8107 -6.5691
H 14.8510 15.9527 -14.7910
H 18.5831 18.3438 -8.3216
H 17.6235 19.0488 -6.2360
H 12.6293 16.5570 -11.7421
H 12.0504 17.7634 -12.7905
H 17.1508 17.3109 -7.9972
H 15.4314 15.8960 -12.0201
H 14.9336 20.2524 -8.6915
H 11.7099 18.0706 -9.9401
H 15.9960 19.7072 -6.2422
H 11.6470 19.5880 -11.0474
H 17.9026 15.9061 -9.9527
H 12.6742 19.4602 -9.6063
H 18.2390 16.8631 -11.4468
*
```

Partial charges, Mulliken, in e: 0.604 -0.157 -0.595 -0.216 0.115 -0.207 -0.383 -0.867 -0.852 -1.252 -0.803 0.498 0.369 -1.547 -1.061 0.341 0.387 0.409 0.142 0.376 0.287 0.223 0.325 0.452 0.528 0.356 0.401 0.443 0.405 0.244 0.295 0.329 0.381 0.286 0.345 0.164 0.237


Entry 3:
C8H22CrIN2O2 as an isolated structure in a non-equilibrium geometry, computed with ωB97M-V/def2-TZVPD.

Its LUMO energy (alpha / beta) is -5.73 / -4.71 eV. The calculation puts the total energy at -52232.5164 eV. The value obtained for the energy above the lowest of the compared OMol25 structures with the same formula, charge and spin is 8.1743 eV. For the HOMO-LUMO gap (alpha / beta), the calculation gives 6.89 / 7.88 eV.

```
! RIJCOSX wB97M-V def2-TZVPD def2/J DEFGRID3
* xyz 1 5
I 1.0296 1.4122 -0.0677
Cr 2.8609 2.2430 0.3250
O 0.1673 -0.2671 3.7100
O -0.8303 -2.5644 -3.9161
N 0.7658 -0.7144 -1.1317
N 1.7563 1.8447 2.6314
C 0.1876 -1.7182 -3.3782
C 0.5349 2.1312 3.3447
C -0.0850 3.4410 2.8022
C -1.1774 -0.0121 -2.1750
C -0.4820 -1.4634 3.4689
C -0.4246 0.9222 3.1633
C -0.5778 -2.9509 -5.2390
C -0.2606 -1.1778 -2.0058
H -0.9947 3.7330 3.3270
H 1.0450 -2.3253 -3.0877
H 0.3229 -3.5549 -5.3489
H -0.7373 -1.6768 2.4309
H -1.6214 0.3973 -1.2676
H -0.6993 0.7847 -2.7447
H 0.0955 -2.2949 3.8730
H 1.6524 1.7384 1.6324
H -1.3367 -3.7089 -5.4327
H 0.4611 4.3820 2.8684
H -0.6680 -2.1155 -5.9334
H -1.9426 -0.3219 -2.8867
H -0.4709 0.7717 2.0847
H -1.4425 -1.4318 3.9833
H 0.7220 2.2525 4.4117
H -1.4549 1.0943 3.4746
H 0.5692 0.0542 -0.5067
H 1.9372 0.9071 2.9606
H 0.5027 -0.9044 -4.0313
H 1.5098 -0.3987 -1.7374
H -0.6657 -1.9277 -1.3263
H -0.2485 3.4193 1.7248
*
```

Partial charges, Mulliken, in e: 0.243 0.242 -0.330 -0.305 -0.746 -0.766 -0.697 0.163 -1.275 -1.709 -0.703 -0.092 -0.770 0.687 0.399 0.391 0.326 0.237 0.440 0.339 0.261 0.670 0.267 0.365 0.314 0.455 -0.255 0.319 0.279 0.531 0.393 0.279 0.350 0.355 0.182 0.162


Entry 4:
C8H22F2KNO16P2S3 as an isolated structure in a non-equilibrium geometry, computed with ωB97M-V/def2-TZVPD.

Its LUMO energy is -0.12 eV. The calculation puts the total energy at -115747.4169 eV. The value obtained for the energy above the lowest of the compared OMol25 structures with the same formula, charge and spin is 0.0000 eV. For the HOMO-LUMO gap, the calculation gives 9.49 eV.

```
! RIJCOSX wB97M-V def2-TZVPD def2/J DEFGRID3
* xyz 0 1
K 10.1895 8.3172 14.2380
S 9.0853 11.4357 12.0480
S 11.1618 10.7279 11.6867
S 6.9832 9.7559 16.2565
P 10.8164 6.0705 11.4664
P 8.1773 5.4085 15.9722
F 12.3501 9.9117 12.4955
F 8.2159 12.0897 13.2751
O 8.2400 5.6626 17.5853
O 11.3106 6.0183 12.8725
O 9.3785 12.6733 11.3378
O 10.9859 9.7330 10.6239
O 6.6788 10.7967 17.5233
O 11.8955 11.9361 11.4085
O 9.2054 4.1607 15.6578
O 6.8065 4.6825 15.7176
O 9.8275 7.3931 11.1051
O 6.0193 9.8392 15.1511
O 8.4117 9.7939 15.9610
O 6.6673 8.3764 17.1652
O 12.0414 6.0844 10.3608
O 9.8181 4.8540 10.9994
O 8.1983 10.4780 11.3862
O 8.5014 6.5931 15.1284
N 10.1728 10.7526 13.0238
C 10.3342 3.5393 10.6657
C 9.4015 3.6572 14.2857
C 9.2805 5.1272 18.4457
C 6.6582 8.6261 18.5643
C 5.6630 5.4932 15.4894
C 9.0701 7.5456 9.9389
C 13.1306 6.8967 10.5396
C 6.7489 10.1821 18.7320
H 13.8165 6.3968 11.2237
H 7.7002 10.5059 19.1544
H 5.9207 6.5403 15.3307
H 5.9735 10.5841 19.3841
H 9.2786 4.0708 18.7145
H 5.8833 8.2013 19.2023
H 9.1038 6.5876 9.4200
H 12.8687 7.9184 10.8146
H 11.3853 3.2907 10.8125
H 8.0294 7.8187 10.1135
H 9.8182 2.7968 11.2745
H 10.2148 5.2249 17.8928
H 9.0088 4.3302 13.5235
H 10.0243 3.1060 9.7148
H 5.1625 5.2059 14.5647
H 7.4710 8.1114 19.0768
H 13.6462 6.9967 9.5845
H 10.4592 3.6518 14.0224
H 9.0702 2.6317 14.1222
H 4.9349 5.5315 16.2996
H 9.2597 5.8023 19.3012
H 9.5427 8.3297 9.3473
*
```

Partial charges, Mulliken, in e: 0.991 1.061 1.032 1.110 1.177 0.294 -0.368 -0.318 -0.144 -0.765 -0.580 -0.483 -0.360 -0.589 -0.384 -0.305 -0.053 -0.555 -0.512 -0.219 -0.359 -0.313 -0.562 -0.043 -0.192 -0.805 -0.702 -0.705 -0.184 -0.535 -0.676 -0.504 -0.384 0.269 0.274 0.110 0.282 0.291 0.365 0.343 0.157 0.366 0.213 0.267 0.331 0.231 0.336 0.303 0.150 0.244 0.328 0.337 0.277 0.231 0.227